ORCA calculation (wB97M-V/def2-TZVPD) on a molecular structure, C21H17Cl2KO3S.

```
45
Properties=species:S:1:pos:R:3:forces:R:3:nbo_charge:R:1
K -2.66951 0.51699 1.16145 -0.058 0.031 0.131 0.972
Cl -8.71690 -0.90507 -3.74554 -0.011 -0.002 -0.004 -0.025
C -7.41881 -0.88941 -2.58157 0.029 0.042 0.027 -0.118
C -6.92828 -2.10763 -2.08649 0.014 -0.040 0.013 -0.199
C -5.91115 -2.11799 -1.17745 -0.014 -0.048 -0.004 -0.125
Cl -5.32005 -3.64028 -0.58410 0.002 0.011 0.000 -0.011
C -5.27967 -0.92277 -0.67082 0.005 0.087 -0.007 0.432
O -4.34484 -0.97455 0.16752 -0.025 -0.046 -0.067 -0.781
C -5.81987 0.29726 -1.21578 0.016 0.017 0.012 -0.319
C -5.32723 1.60554 -0.86115 -0.016 -0.039 -0.018 0.431
O -4.40422 1.90173 -0.10996 -0.003 0.038 -0.011 -0.667
C -6.87455 0.28370 -2.15060 -0.030 -0.031 -0.025 -0.152
H -7.35603 -3.04142 -2.42558 -0.004 0.002 -0.004 0.234
H -5.87835 2.42772 -1.35912 0.005 0.007 0.010 0.105
H -7.25029 1.22643 -2.53137 -0.001 -0.004 0.001 0.217
O -0.16000 0.52886 0.48931 0.114 -0.010 -0.072 -1.043
S 0.42872 0.17463 -0.84751 -0.061 0.021 0.007 1.266
C 1.81239 1.32025 -1.16234 0.035 0.020 -0.011 -0.642
C 2.66095 1.72330 0.00840 0.000 -0.002 -0.011 0.039
C 2.11847 2.46610 1.05334 0.005 -0.003 -0.001 -0.230
C 2.91189 2.84711 2.12477 -0.005 -0.002 0.003 -0.198
C 4.25554 2.50214 2.15746 -0.003 0.006 0.005 -0.213
C 4.80607 1.78049 1.10860 0.000 -0.001 -0.012 -0.205
C 4.01181 1.39474 0.04072 0.005 0.005 0.008 -0.225
C 1.27588 -1.41287 -0.64796 0.030 -0.061 -0.022 -0.627
C 2.44444 -1.49177 0.28959 -0.009 0.003 0.000 -0.067
C 2.31961 -1.14372 1.63326 0.001 -0.007 -0.003 -0.155
C 3.41669 -1.22045 2.47471 -0.005 -0.003 0.006 -0.203
C 4.64126 -1.66553 1.99318 0.005 -0.003 0.004 -0.210
C 4.76680 -2.03001 0.66225 -0.002 0.001 -0.003 -0.208
C 3.67218 -1.93719 -0.18605 0.000 -0.004 0.005 -0.217
H 1.30940 2.18590 -1.59758 -0.008 -0.003 0.012 0.246
H 2.40222 0.85227 -1.95379 -0.008 -0.005 -0.002 0.239
H 1.07266 2.73985 1.02861 -0.007 -0.002 -0.001 0.223
H 2.48021 3.42278 2.93341 0.001 -0.002 0.001 0.214
H 4.87341 2.80385 2.99332 0.001 -0.002 0.000 0.216
H 5.85473 1.51289 1.12098 -0.001 0.002 0.004 0.217
H 4.44479 0.82464 -0.77204 -0.002 0.003 0.002 0.213
H 1.55751 -1.70959 -1.66113 0.003 0.013 0.001 0.238
H 0.45738 -2.06955 -0.34135 -0.004 0.015 0.017 0.254
H 1.36725 -0.79100 2.00549 0.001 -0.001 0.005 0.224
H 3.31613 -0.93300 3.51329 -0.001 0.000 0.000 0.217
H 5.49349 -1.73029 2.65718 0.001 -0.002 -0.002 0.217
H 5.71521 -2.38583 0.28081 0.002 0.001 0.003 0.217
H 3.77269 -2.21927 -1.22834 0.002 0.000 0.001 0.210
```
Positions in Å, forces in eV/Å.

Results
Gap between HOMO and LUMO = 6.9 eV
E_tot = -80401.64163 eV
M = 459.43 g mol⁻¹
Largest force on an atom = 0.003 Eh/bohr
LUMO energy = -0.07 eV
Energy above the lowest of the compared OMol25 structures with the same formula, charge and spin = 0.0 kJ/mol